The following is a quantum chemistry calculation of an isolated molecule of C19H19N7O in a non-equilibrium geometry, from the Open Molecules 2025 dataset.

Cartesian coordinates (Å):
C -3.165 -4.423 2.530
N -2.695 -3.298 1.712
C -1.789 -2.509 2.536
C -1.527 -1.139 1.937
C -0.810 -1.468 0.633
C -0.480 -0.278 -0.137
C 0.803 0.067 -0.433
C 1.864 -0.580 0.257
N 2.869 -1.182 0.694
C 1.158 1.211 -1.464
C 2.096 2.303 -0.914
C 1.706 3.424 -0.264
C 2.662 4.272 0.222
C 4.000 4.036 0.139
C 4.350 2.836 -0.407
N 5.517 2.216 -0.414
O 5.406 1.047 -1.122
N 4.026 0.976 -1.496
C 3.457 1.998 -0.994
C -0.092 1.940 -2.010
C -0.256 2.889 -2.996
N -1.604 2.977 -3.129
N -2.340 2.146 -2.389
C -1.413 1.569 -1.584
N -1.540 0.578 -0.613
C -1.734 -2.442 -0.343
C -2.022 -3.780 0.496
H -3.893 -4.163 3.418
H -3.754 -5.118 1.919
H -2.315 -4.890 3.003
H -2.244 -2.327 3.478
H -0.888 -3.090 2.600
H -0.927 -0.469 2.551
H -2.529 -0.659 1.863
H -0.051 -2.123 0.946
H 1.559 0.687 -2.376
H 0.656 3.515 -0.145
H 2.400 5.098 0.841
H 4.797 4.650 0.514
H 0.585 3.248 -3.552
H -1.969 3.447 -3.913
H -2.468 0.175 -0.508
H -2.729 -2.041 -0.603
H -1.107 -2.562 -1.314
H -2.476 -4.573 -0.020
H -1.094 -4.194 0.850

Results
* structure (SMILES): CN1CCC(C2=C(C#N)[C@H](c3cccc4nonc34)c3c[nH]nc3N2)CC1
* energy above the lowest of the compared OMol25 structures with the same formula, charge and spin: 777.79 kJ/mol
* lowest unoccupied orbital energy: -0.685 eV
* 2S+1: 1

Atomic partial charges in e from the Löwdin method, atoms 1 to 5:
1. C -0.106
2. N -0.226
3. C -0.223
4. C -0.125
5. C -0.253